{"formula": "C37H80NNbO13PS", "method": "ωB97M-V/def2-TZVPD", "homo_lumo_gap_ev": 6.18, "e_lumo_ha": 0.06795, "total_charge": -1, "elements": ["C", "C", "C", "C", "C", "Nb", "N", "C", "C", "O", "C", "C", "C", "C", "C", "C", "P", "S", "H", "H", "H", "H", "H", "H", "H", "H", "H", "H", "H", "H", "H", "H", "H", "H", "H", "H", "H", "H", "C", "O", "C", "C", "O", "C", "H", "H", "H", "H", "H", "H", "H", "H", "H", "H", "C", "O", "C", "C", "O", "C", "H", "H", "H", "H", "H", "H", "H", "H", "H", "H", "C", "O", "C", "C", "O", "C", "H", "H", "H", "H", "H", "H", "H", "H", "H", "H", "C", "O", "C", "C", "O", "C", "H", "H", "H", "H", "H", "H", "H", "H", "H", "H", "C", "O", "C", "C", "O", "C", "H", "H", "H", "H", "H", "H", "H", "H", "H", "H", "C", "O", "C", "C", "O", "C", "H", "H", "H", "H", "H", "H", "H", "H", "H", "H"], "positions_angstrom": [[4.48077, 0.62469, 3.24569], [3.91276, -0.09475, 4.03375], [3.11654, -1.05941, 4.88054], [3.02564, -2.43454, 4.13285], [1.55963, -3.01559, 4.04422], [0.77039, -3.10776, 1.88527], [0.83160, -5.18953, 2.06165], [-0.02696, -3.28884, -0.24570], [0.72689, -2.52114, -1.30991], [1.57470, -2.98935, -2.04657], [0.38115, -1.02709, -1.53324], [1.40843, -0.10937, -1.76299], [1.06391, 1.23450, -1.92764], [-0.27801, 1.62650, -1.85814], [-1.28731, 0.68434, -1.66473], [-0.97064, -0.66772, -1.49656], [0.55409, -0.52907, 1.97522], [-1.32712, 0.13097, 1.94068], [4.79741, 1.30978, 2.48078], [2.13166, -0.60442, 5.08623], [3.67637, -1.12963, 5.83299], [3.67024, -3.16329, 4.65720], [3.44275, -2.27741, 3.12540], [1.50225, -4.01871, 4.50768], [0.89542, -2.28875, 4.55864], [2.49896, -3.00032, 1.26444], [-0.95990, -3.17530, 2.52807], [0.86110, -5.64731, 1.15449], [1.56594, -5.52557, 2.67775], [0.07426, -4.36347, -0.51914], [-1.10330, -3.05278, -0.35083], [2.43005, -0.49993, -1.78857], [1.87884, 1.94611, -2.10810], [-0.49831, 2.69530, -1.96066], [-2.33648, 1.05839, -1.62896], [-1.78001, -1.38667, -1.34674], [1.35814, 0.13898, 1.00261], [1.08317, -0.10146, 3.23281], [9.49052, -0.73437, 7.13670], [8.79785, -1.41272, 8.16974], [7.56862, -0.78219, 8.50895], [6.38519, -1.54326, 7.94743], [6.32771, -1.43375, 6.53320], [6.75568, -2.61594, 5.87896], [10.34633, -1.34390, 6.84774], [8.85496, -0.58506, 6.26002], [9.85579, 0.23330, 7.49713], [7.55445, 0.25795, 8.17056], [7.50163, -0.78367, 9.60209], [5.46418, -1.09790, 8.33872], [6.41298, -2.59142, 8.26055], [6.03505, -3.42340, 6.04628], [7.74630, -2.92741, 6.22210], [6.80424, -2.40929, 4.81046], [-7.87139, 4.22703, -2.32072], [-7.20739, 3.95986, -3.54287], [-5.87983, 4.47380, -3.56889], [-4.85809, 3.37024, -3.39235], [-4.88450, 2.84816, -2.07090], [-5.51947, 1.58287, -2.00304], [-8.82236, 3.69499, -2.32996], [-7.28608, 3.88296, -1.46402], [-8.07142, 5.29967, -2.22445], [-5.74458, 5.25128, -2.81118], [-5.73587, 4.93133, -4.55331], [-3.85874, 3.78889, -3.54794], [-5.01037, 2.57843, -4.13115], [-4.90938, 0.82579, -2.50789], [-6.51662, 1.61515, -2.45122], [-5.61743, 1.30659, -0.95370], [-3.82860, -3.91057, -2.52054], [-3.65527, -3.73573, -1.12676], [-4.66772, -2.92384, -0.54432], [-5.66308, -3.76007, 0.23094], [-6.46471, -4.55432, -0.64041], [-6.07820, -5.91625, -0.64113], [-3.09503, -4.64025, -2.86249], [-4.83006, -4.28285, -2.75609], [-3.65264, -2.96552, -3.04626], [-5.17457, -2.32149, -1.30526], [-4.16722, -2.24066, 0.15024], [-6.34375, -3.09012, 0.76557], [-5.15125, -4.38241, 0.97013], [-6.31363, -6.37783, 0.32400], [-5.01205, -6.02994, -0.85367], [-6.64575, -6.42725, -1.41910], [0.31121, 2.72721, 4.85347], [-0.72941, 3.05640, 5.76316], [-0.58454, 4.35222, 6.31625], [-1.55845, 5.32533, 5.68288], [-1.21017, 5.59690, 4.33299], [-2.05073, 4.92513, 3.40550], [0.05844, 1.78052, 4.37602], [0.41944, 3.48938, 4.07804], [1.25882, 2.60801, 5.39091], [0.44416, 4.71238, 6.21575], [-0.81204, 4.27144, 7.38560], [-1.50735, 6.27814, 6.22233], [-2.58322, 4.94903, 5.75728], [-3.06235, 5.34529, 3.43901], [-2.08939, 3.85165, 3.60349], [-1.64226, 5.07966, 2.40783], [4.88389, 0.53225, -3.32266], [5.35559, -0.07603, -2.13364], [5.73493, -1.43407, -2.32310], [7.24168, -1.58244, -2.35703], [7.79457, -1.01189, -3.54023], [8.42350, 0.23266, -3.29984], [4.73668, 1.59422, -3.12530], [5.60063, 0.42581, -4.14225], [3.92360, 0.09356, -3.61223], [5.28343, -1.84515, -3.23030], [5.34524, -1.99535, -1.46844], [7.48912, -2.64853, -2.37376], [7.69367, -1.14416, -1.46226], [9.33162, 0.09003, -2.70350], [7.75255, 0.92844, -2.78924], [8.70310, 0.66058, -4.26261], [-5.99600, 2.08693, -6.91505], [-4.67956, 2.51569, -7.22054], [-3.85857, 1.46225, -7.70960], [-3.66326, 1.56830, -9.20788], [-4.86744, 1.27899, -9.90922], [-5.49683, 2.44292, -10.41333], [-6.59200, 2.96632, -6.67221], [-6.45724, 1.57412, -7.76352], [-5.98180, 1.42292, -6.04455], [-4.27110, 0.48559, -7.44070], [-2.88484, 1.56417, -7.22029], [-2.92694, 0.82090, -9.51979], [-3.27847, 2.55589, -9.47903], [-4.89679, 2.87964, -11.21909], [-5.65475, 3.18550, -9.62687], [-6.46577, 2.15300, -10.81902]], "forces_ev_per_angstrom": [[-0.6, -0.1, 0.2], [-0.5, -0.1, 0.0], [1.3, 0.7, -0.5], [-0.4, -0.1, 0.2], [0.4, 0.8, -0.5], [-0.8, -4.9, 0.7], [0.9, 2.2, -0.4], [0.1, 0.3, -1.5], [-0.5, 0.6, -0.1], [0.3, -0.3, 0.2], [-0.5, -1.5, 0.6], [-0.7, -0.1, 0.0], [0.5, -0.4, 0.0], [0.4, 0.2, -0.1], [-0.6, 0.5, -0.1], [0.2, 1.1, -0.2], [0.0, 0.7, 0.4], [-0.3, 0.2, -0.1], [0.1, -0.3, 0.4], [0.4, -0.3, -0.1], [-0.5, -0.2, -0.3], [-0.1, 0.3, -0.3], [-0.1, -0.2, 0.5], [-0.2, 0.5, 0.0], [0.1, -0.7, 0.0], [0.2, 0.9, -0.3], [0.0, 1.0, 0.0], [0.0, -0.3, 0.3], [-0.3, -0.4, 0.0], [0.1, 0.5, 0.3], [0.4, 0.0, 0.5], [-0.3, 0.4, 0.0], [-0.5, -0.1, 0.1], [-0.1, -0.5, 0.1], [0.9, -0.5, 0.0], [0.5, 0.1, 0.1], [0.0, 0.0, 0.5], [0.3, 0.1, -0.6], [0.0, -0.1, 0.0], [0.0, 0.2, -0.2], [0.1, -0.4, 0.3], [-0.2, 0.5, -0.2], [0.2, -0.2, 0.1], [-0.1, 0.1, -0.1], [0.0, 0.0, 0.1], [0.0, 0.1, 0.0], [0.0, 0.1, -0.1], [0.0, 0.0, -0.1], [0.0, 0.0, 0.0], [0.0, 0.0, 0.1], [0.1, 0.0, 0.0], [0.1, -0.1, 0.0], [0.0, 0.0, 0.0], [-0.1, 0.1, 0.0], [0.0, -0.1, -0.1], [0.0, 0.1, 0.2], [-0.1, -0.2, -0.5], [0.3, 0.3, 0.4], [-0.2, -0.2, -0.1], [0.1, 0.0, 0.1], [0.0, 0.0, -0.1], [0.0, 0.1, 0.0], [0.0, 0.0, 0.1], [0.0, -0.1, 0.1], [0.1, 0.0, 0.0], [0.0, 0.0, -0.1], [-0.1, 0.0, 0.0], [-0.1, -0.1, 0.0], [0.0, 0.0, -0.1], [0.1, 0.1, 0.0], [0.1, 0.0, 0.1], [-0.2, 0.0, -0.2], [0.4, -0.1, 0.4], [-0.3, 0.3, -0.2], [0.2, -0.2, 0.0], [-0.1, 0.1, -0.1], [0.0, 0.0, 0.1], [0.0, 0.1, 0.0], [-0.1, 0.0, -0.1], [-0.1, -0.1, 0.0], [0.0, 0.0, 0.0], [0.0, 0.0, 0.0], [0.1, 0.0, -0.1], [0.1, -0.1, 0.0], [0.0, 0.0, 0.1], [0.0, 0.1, 0.0], [0.0, -0.2, 0.0], [0.2, 0.1, -0.1], [-0.4, -0.3, 0.1], [0.4, 0.4, -0.1], [-0.2, -0.1, 0.0], [0.1, 0.0, 0.0], [-0.1, 0.0, 0.0], [0.0, 0.0, 0.0], [0.1, 0.1, -0.1], [0.0, 0.0, -0.1], [0.0, 0.1, 0.0], [0.0, 0.0, 0.1], [0.0, -0.1, 0.0], [0.0, -0.1, 0.0], [0.0, 0.0, 0.0], [0.0, 0.0, 0.1], [-0.1, 0.0, 0.1], [0.1, 0.1, -0.3], [0.0, 0.1, 0.5], [-0.1, -0.3, -0.4], [0.1, 0.2, 0.2], [0.0, -0.1, -0.1], [0.0, 0.0, 0.1], [0.0, 0.0, 0.0], [0.0, 0.0, -0.1], [0.0, 0.0, 0.0], [0.0, 0.0, 0.0], [0.0, 0.0, 0.1], [-0.1, 0.1, 0.0], [0.0, 0.1, 0.1], [0.0, 0.0, 0.1], [0.0, -0.1, 0.0], [0.0, 0.1, 0.0], [-0.2, -0.1, -0.1], [0.3, 0.4, 0.1], [-0.1, -0.5, 0.0], [0.0, 0.3, 0.0], [0.0, -0.1, 0.0], [0.1, 0.0, 0.0], [0.0, -0.1, 0.0], [-0.1, -0.1, 0.0], [0.0, 0.0, -0.1], [0.0, -0.1, 0.0], [0.0, 0.0, 0.0], [-0.1, 0.0, 0.1], [0.0, 0.1, 0.0], [0.0, 0.0, 0.0], [0.0, -0.1, 0.0]]}